a.
Entry from the OMol25 dataset: a cluster of 2 separate species, C3H10N3O2 in total (the ωB97M-V functional and the def2-TZVPD basis).

Calculated values
Gap between HOMO and LUMO, eV: 7.75
Charge: -1
Lowest unoccupied orbital energy, eV: 3.96
E_HOMO, eV: -3.789

Each line ends with the natural charge from an NBO analysis.
Geometry (Å):
C: 1.153 -1.023 -1.180  -0.01
O: 0.352 -0.257 -0.379  -0.99
C: 1.407 -2.398 -0.566  -0.23
N: 2.246 -3.246 -1.425  -0.86
H: 0.708 -1.188 -2.190  0.09
H: 2.137 -0.550 -1.369  0.11
H: 1.936 -2.254 0.378  0.17
H: 0.430 -2.845 -0.343  0.15
H: 2.492 -4.122 -0.977  0.34
H: 1.767 -3.479 -2.282  0.34
N: -0.458 1.293 1.661  -0.89
C: -1.425 2.002 0.995  0.77
N: -1.737 1.424 -0.207  -0.89
O: -1.992 2.992 1.456  -0.74
H: 0.083 0.607 1.093  0.45
H: -0.068 1.745 2.463  0.37
H: -2.296 1.979 -0.817  0.37
H: -1.051 0.710 -0.554  0.46

b.
Entry from the OMol25 dataset: a cluster of 2 separate species, C3H10N3O2 in total (the ωB97M-V functional and the def2-TZVPD basis).

Calculated values
Gap between HOMO and LUMO, eV: 6.47
Charge: -1
Lowest unoccupied orbital energy, eV: 3.73
E_HOMO, eV: -2.736

Each line ends with the natural charge from an NBO analysis.
Geometry (Å):
C: -0.511 1.705 -0.465  0.02
O: -0.934 2.782 -1.093  -0.93
C: -1.562 1.173 0.584  -0.26
N: -1.177 -0.085 1.253  -0.87
H: -0.400 0.792 -1.229  0.03
H: 0.438 1.791 0.142  0.06
H: -1.642 1.989 1.293  0.15
H: -2.503 0.944 0.077  0.16
H: -0.470 0.215 1.923  0.35
H: -1.946 -0.470 1.797  0.34
N: 1.988 -0.367 -0.313  -0.88
C: 1.698 -1.736 -0.513  0.78
N: 0.317 -1.978 -0.555  -0.87
O: 2.619 -2.535 -0.707  -0.70
H: 2.975 -0.217 -0.576  0.38
H: 1.325 0.241 -0.778  0.41
H: 0.088 -2.901 -0.736  0.38
H: -0.303 -1.342 -0.102  0.44

Which of them is least stable? Easy: b.

a.
Entry from the OMol25 dataset: an isolated molecule of BrH2PS (the ωB97M-V functional and the def2-TZVPD basis).

Calculated values
Gap between HOMO and LUMO, eV: 7.67
SMILES string: PSBr
Charge: 0
Lowest unoccupied orbital energy, eV: -1.21
E_HOMO, eV: -8.878

Each line ends with the natural charge from an NBO analysis.
Geometry (Å):
P: -1.139 -0.625 0.337  0.23
S: 1.213 -0.584 -0.759  -0.19
Br: 2.348 0.625 0.629  -0.05
H: -0.645 0.678 0.790  0.00
H: -1.777 -0.094 -0.997  0.01

b.
Entry from the OMol25 dataset: an isolated molecule of BrH2PS (the ωB97M-V functional and the def2-TZVPD basis).

Calculated values
Gap between HOMO and LUMO, eV: 6.41
Charge: 0
Lowest unoccupied orbital energy, eV: -1.78
E_HOMO, eV: -8.194

Each line ends with the natural charge from an NBO analysis.
Geometry (Å):
P: 1.428 -0.119 0.006  0.27
S: -2.493 0.880 0.598  -0.42
Br: -0.842 -0.305 0.973  0.18
H: 0.883 0.783 -0.884  -0.01
H: 1.024 -1.239 -0.693  -0.02

Which of them is least stable? Easy: b.

a.
Entry from the OMol25 dataset: a cluster of 2 separate species, C3H10OS2 in total (the ωB97M-V functional and the def2-TZVPD basis).

Calculated values
Gap between HOMO and LUMO, eV: 9.47
SMILES string: CCCSS.O
Charge: 0
Lowest unoccupied orbital energy, eV: 0.18
E_HOMO, eV: -9.294

Each line ends with the natural charge from an NBO analysis.
Geometry (Å):
C: 1.282 0.081 -2.331  -0.62
C: 0.965 -0.695 -1.038  -0.42
C: -0.326 -0.242 -0.351  -0.55
S: -0.885 -1.062 1.119  0.11
S: -2.683 -0.096 1.627  -0.18
H: 0.382 0.509 -2.773  0.21
H: 1.883 -0.551 -3.088  0.22
H: 1.896 0.980 -2.199  0.22
H: 0.946 -1.802 -1.214  0.22
H: 1.686 -0.429 -0.175  0.21
H: -0.322 0.748 0.003  0.21
H: -1.233 -0.395 -1.074  0.21
H: -3.798 -0.911 1.121  0.16
O: 0.244 1.649 3.572  -0.94
H: -0.277 1.433 2.756  0.47
H: 0.241 0.783 4.043  0.47

b.
Entry from the OMol25 dataset: a cluster of 3 separate species, C3H10OS2 in total (the ωB97M-V functional and the def2-TZVPD basis).

Calculated values
Gap between HOMO and LUMO, eV: 4.18
Charge: 0
Lowest unoccupied orbital energy, eV: -4.15
E_HOMO, eV: -8.335

Each line ends with the natural charge from an NBO analysis.
Geometry (Å):
C: 0.214 -0.480 -2.052  -0.63
C: -1.045 -0.439 -1.260  -0.62
S: -1.177 -1.458 0.110  0.04
S: 0.868 2.120 -0.591  0.15
C: 0.385 1.856 1.128  -0.81
H: 0.328 -1.535 -2.288  0.21
H: 0.489 0.141 -2.874  0.23
H: 0.954 -0.299 -1.231  0.22
H: -1.875 -0.866 -1.859  0.25
H: -1.278 0.568 -0.910  0.25
H: 1.160 2.339 1.762  0.27
H: 0.471 0.753 1.305  0.26
H: -0.591 2.179 1.451  0.22
H: 0.432 -2.109 3.035  0.46
H: -0.016 -1.369 1.783  0.45
O: 0.682 -1.401 2.492  -0.96

c.
Entry from the OMol25 dataset: a cluster of 2 separate species, C3H10OS2 in total (the ωB97M-V functional and the def2-TZVPD basis).

Calculated values
Gap between HOMO and LUMO, eV: 9.53
SMILES string: CCSSC.O
Charge: 0
Lowest unoccupied orbital energy, eV: 0.73
E_HOMO, eV: -8.800

Each line ends with the natural charge from an NBO analysis.
Geometry (Å):
C: -0.398 -0.503 -2.417  -0.62
C: -0.399 -2.041 -2.060  -0.52
S: -1.294 -2.382 -0.501  0.05
S: -2.930 -1.242 0.099  0.12
C: -2.316 -0.025 1.199  -0.80
H: 0.320 0.062 -1.812  0.21
H: -1.377 -0.127 -2.085  0.22
H: -0.142 -0.470 -3.473  0.21
H: -0.553 -2.600 -2.968  0.22
H: 0.584 -2.286 -1.642  0.22
H: -2.225 -0.374 2.227  0.22
H: -1.367 0.387 0.820  0.24
H: -2.940 0.870 1.203  0.24
O: 5.338 3.411 3.740  -0.94
H: 4.997 4.171 3.279  0.47
H: 4.701 3.148 4.393  0.47

Which of them is least stable? Easy: b.

a.
Entry from the OMol25 dataset: a cluster of 2 separate species, CHNO2S in total (the ωB97M-V functional and the def2-TZVPD basis).

Calculated values
Gap between HOMO and LUMO, eV: 7.86
Charge: 0
Lowest unoccupied orbital energy, eV: -2.38
E_HOMO, eV: -10.238

Each line ends with the natural charge from an NBO analysis.
Geometry (Å):
C: 1.247 -0.267 -0.130  -0.26
N: 1.729 1.049 -0.002  0.40
O: 2.920 1.274 -0.037  -0.32
O: 0.852 1.916 0.083  -0.35
S: 2.098 -1.593 0.043  0.28
H: -0.261 0.098 0.124  0.24

b.
Entry from the OMol25 dataset: a cluster of 2 separate species, CHNO2S in total (the ωB97M-V functional and the def2-TZVPD basis).

Calculated values
Gap between HOMO and LUMO (alpha / beta), eV: 9.13 / 6.65
Charge: 0
Lowest unoccupied orbital energy (alpha / beta), eV: -1.72 / -3.11
E_HOMO (alpha / beta), eV: -10.859 / -9.764

Each line ends with the natural charge from an NBO analysis.
Geometry (Å):
C: -1.439 0.379 0.040  0.66
N: -0.630 0.612 0.859  -0.33
O: -2.253 0.125 -0.792  -0.41
O: 0.900 0.229 -0.866  -0.76
S: 1.630 -0.912 -0.308  0.79
H: 1.792 -0.433 1.067  0.06

Which of them is least stable? Easy: a.

a.
Entry from the OMol25 dataset: a structure of composition C29H40BrNOPdSb2Si (the ωB97M-V functional and the def2-TZVPD basis).

Calculated values
Gap between HOMO and LUMO, eV: 5.91
Charge: +2
Lowest unoccupied orbital energy, eV: -7.73
E_HOMO, eV: -13.639

Each line ends with the Löwdin charge.
Geometry (Å):
Pd: -0.123 0.226 0.363  0.37
O: 1.942 -0.143 6.324  0.14
C: 1.396 0.060 5.132  -0.28
C: 0.031 0.264 4.915  0.04
C: -0.405 0.443 3.625  -0.13
N: 0.396 0.444 2.550  -0.09
C: 1.704 0.282 2.790  -0.72
Br: 2.875 0.414 1.314  0.83
C: 2.255 0.089 4.032  -0.01
H: 1.288 -0.148 7.035  0.14
H: -0.675 0.285 5.734  0.13
H: -1.455 0.621 3.440  0.10
H: 3.319 -0.032 4.168  0.13
C: -0.842 -0.041 -3.852  -0.26
Sb: 0.440 0.195 -2.182  1.41
C: 1.683 -1.498 -2.442  -0.28
C: 1.810 1.700 -2.836  -0.29
C: 1.156 3.007 -3.165  -0.29
C: 0.662 3.210 -4.453  -0.05
C: 0.049 4.400 -4.810  -0.05
C: -0.072 5.416 -3.874  -0.05
C: 0.420 5.229 -2.593  -0.05
C: 1.032 4.033 -2.219  -0.30
C: 1.535 3.882 -0.817  -0.28
Sb: 0.125 2.872 0.440  1.40
C: -1.556 4.111 0.062  -0.27
C: 0.727 3.597 2.337  -0.26
H: -0.172 -0.240 -4.687  0.03
H: -1.433 0.850 -4.052  0.02
H: -1.491 -0.899 -3.696  0.01
H: 2.173 -1.447 -3.415  0.03
H: 1.072 -2.395 -2.371  0.01
H: 2.420 -1.524 -1.643  0.01
H: 2.269 1.262 -3.724  0.08
H: 2.581 1.773 -2.071  0.06
H: 0.787 2.432 -5.197  0.12
H: -0.313 4.539 -5.819  0.12
H: -0.532 6.357 -4.145  0.12
H: 0.347 6.035 -1.872  0.12
H: 1.619 4.857 -0.334  0.08
H: 2.502 3.388 -0.734  0.06
H: -1.244 5.143 0.219  0.03
H: -2.380 3.890 0.739  0.02
H: -1.884 3.999 -0.970  0.02
H: 0.760 4.683 2.261  0.03
H: 1.716 3.220 2.587  0.01
H: 0.017 3.310 3.111  0.02
C: -2.389 0.945 0.483  -0.01
C: -2.697 -0.426 0.476  -0.33
C: -2.868 -1.104 -0.760  -0.03
C: -3.117 -2.450 -0.784  -0.03
C: -3.201 -3.152 0.422  0.00
C: -3.101 -2.501 1.652  -0.03
C: -2.859 -1.151 1.683  -0.01
H: -2.447 1.497 1.415  0.07
H: -2.511 1.519 -0.425  0.07
H: -2.792 -0.538 -1.681  0.11
H: -3.240 -2.974 -1.722  0.13
H: -3.386 -4.218 0.402  0.13
H: -3.214 -3.060 2.570  0.13
H: -2.799 -0.632 2.629  0.11
C: 2.615 -4.962 0.383  -0.18
Si: 0.776 -4.725 0.556  0.42
C: -0.136 -5.577 -0.835  -0.18
C: 0.147 -5.316 2.211  -0.18
C: 0.421 -2.905 0.437  -0.19
C: 0.198 -1.712 0.357  -0.31
H: 2.868 -6.023 0.442  0.04
H: 3.165 -4.444 1.170  0.03
H: 2.972 -4.592 -0.580  0.03
H: 0.091 -6.646 -0.822  0.04
H: 0.159 -5.192 -1.812  0.03
H: -1.219 -5.475 -0.741  0.02
H: 0.295 -6.393 2.318  0.04
H: -0.922 -5.118 2.319  0.02
H: 0.666 -4.825 3.036  0.03

b.
Entry from the OMol25 dataset: a structure of composition C29H40BrNOPdSb2Si (the ωB97M-V functional and the def2-TZVPD basis).

Calculated values
Gap between HOMO and LUMO, eV: 7.37
Charge: +2
Lowest unoccupied orbital energy, eV: -6.47
E_HOMO, eV: -13.840

Each line ends with the Löwdin charge.
Geometry (Å):
Pd: 0.448 -0.315 0.479  0.33
O: 1.695 -4.143 -4.359  0.14
C: 1.408 -3.325 -3.354  -0.29
C: 0.341 -3.508 -2.467  0.02
C: 0.167 -2.581 -1.472  -0.18
N: 0.959 -1.516 -1.279  -0.12
C: 1.957 -1.349 -2.149  -0.73
Br: 2.991 0.194 -1.909  0.93
C: 2.226 -2.209 -3.188  -0.01
H: 1.083 -4.889 -4.414  0.14
H: -0.327 -4.355 -2.547  0.14
H: -0.651 -2.699 -0.774  0.11
H: 3.049 -2.030 -3.863  0.13
C: -0.162 2.938 2.773  -0.25
Sb: -0.707 0.928 2.401  1.41
C: -0.343 -0.050 4.236  -0.25
C: -2.842 1.105 2.312  -0.27
C: -3.241 2.392 1.647  -0.31
C: -3.527 3.498 2.445  -0.05
C: -3.857 4.723 1.888  -0.05
C: -3.909 4.856 0.508  -0.05
C: -3.645 3.758 -0.295  -0.04
C: -3.313 2.521 0.254  -0.30
C: -3.070 1.359 -0.668  -0.28
Sb: -0.999 1.072 -1.127  1.39
C: -0.218 3.013 -1.389  -0.25
C: -1.066 0.289 -3.088  -0.26
H: -0.563 3.227 3.744  0.04
H: -0.620 3.563 2.009  0.01
H: 0.918 3.070 2.772  0.01
H: -1.030 0.337 4.987  0.03
H: 0.682 0.137 4.549  0.02
H: -0.494 -1.118 4.104  -0.02
H: -3.163 1.098 3.354  0.08
H: -3.251 0.215 1.835  0.06
H: -3.503 3.392 3.523  0.12
H: -4.083 5.564 2.528  0.12
H: -4.175 5.803 0.060  0.12
H: -3.724 3.855 -1.372  0.12
H: -3.553 1.525 -1.631  0.08
H: -3.444 0.415 -0.272  0.06
H: -0.740 3.499 -2.212  0.03
H: 0.842 2.927 -1.618  0.00
H: -0.360 3.594 -0.480  0.01
H: -1.711 0.936 -3.681  0.03
H: -1.481 -0.717 -3.068  0.02
H: -0.067 0.269 -3.521  0.02
C: 2.999 0.520 2.396  -0.14
C: 3.610 1.408 1.337  -0.27
C: 2.870 2.391 0.692  -0.11
C: 3.461 3.213 -0.254  -0.11
C: 4.801 3.044 -0.584  -0.08
C: 5.545 2.061 0.052  -0.06
C: 4.953 1.257 1.018  -0.04
H: 2.378 1.107 3.078  0.10
H: 3.803 0.103 3.008  0.14
H: 1.816 2.512 0.916  0.07
H: 2.884 3.994 -0.733  0.11
H: 5.266 3.688 -1.318  0.12
H: 6.591 1.930 -0.189  0.12
H: 5.546 0.503 1.522  0.12
C: 3.159 -4.159 2.871  -0.16
Si: 1.479 -3.585 2.322  0.47
C: 0.849 -4.628 0.918  -0.18
C: 0.236 -3.565 3.704  -0.18
C: 1.791 -1.783 1.807  -0.10
C: 2.222 -0.642 1.930  -0.20
H: 3.203 -5.249 2.874  0.05
H: 3.390 -3.813 3.880  0.04
H: 3.942 -3.795 2.205  0.04
H: 0.816 -5.660 1.278  0.05
H: 1.507 -4.607 0.049  0.04
H: -0.166 -4.373 0.609  0.02
H: 0.097 -4.583 4.075  0.05
H: -0.743 -3.208 3.376  0.03
H: 0.577 -2.959 4.545  0.04

Which of them is least stable? Easy: a.